Here is a cluster of 7 separate species, C30H49N7O11 in total at a distorted geometry from the OMol25 dataset. Energies are from the ωB97M-V functional and the def2-TZVPD basis.

Output
molecular weight: 683.76 g/mol
gap between HOMO and LUMO: 4.399 eV
HOMO level: -8.0 eV
largest force on an atom: 0.175 hartree/bohr
energy above the lowest of the compared OMol25 structures with the same formula, charge and spin: 0.9630 eV

Structure (XYZ):
```
97
Properties=species:S:1:pos:R:3:forces:R:3
C 33.4750 44.9150 43.7790 3.2 -3.3 -3.0
C 34.7340 45.6680 43.2220 -2.1 2.8 -2.3
C 34.6190 47.2620 43.5550 2.9 -0.9 1.0
C 35.0000 47.5360 45.0970 -3.5 0.8 -1.2
C 36.3480 46.9440 45.3030 2.2 -1.8 -0.8
C 36.5110 45.3970 45.1440 -1.9 -0.9 2.8
N 35.8580 44.9830 43.8680 1.1 -2.0 -4.0
O 36.2520 44.0340 43.1730 -0.2 2.4 3.2
C 35.6770 44.7510 46.2900 3.1 -2.9 -0.1
C 37.9350 44.7980 45.1680 -1.1 0.1 2.1
C 34.7670 45.6120 41.6100 -5.0 -2.6 3.7
H 32.6930 45.4030 43.3430 -2.5 1.4 -0.3
H 33.7000 44.9250 44.7780 -1.2 -0.3 2.6
H 33.4580 43.8080 43.3440 0.2 2.3 1.2
H 33.7520 47.7650 43.2150 -1.8 -0.5 0.2
H 35.2850 47.8080 42.8310 0.4 -0.7 1.0
H 34.0170 47.0900 45.7280 3.1 1.2 -1.3
H 35.0330 48.6840 45.2270 -0.1 -1.9 0.1
H 36.9230 47.1740 46.1900 -0.4 0.2 0.6
H 37.0550 47.1770 44.5130 -0.1 1.5 -0.5
H 34.7310 45.0920 46.4140 -2.6 1.7 0.7
H 36.2920 44.7050 47.2410 -0.8 0.5 -1.1
H 35.5050 43.6980 46.0230 0.2 0.0 0.1
H 38.5240 45.0540 46.1230 -1.0 0.3 -1.7
H 38.2160 45.2580 44.2660 2.2 -0.2 -1.1
H 37.8920 43.6910 45.2180 0.0 0.7 -0.8
H 35.4930 46.0790 41.1950 4.8 4.3 -2.2
H 33.7810 45.8910 41.1570 0.8 -0.1 0.8
H 34.9890 44.6640 41.2400 -0.3 -2.2 -0.2
N 32.0030 41.6200 45.6410 0.8 -1.3 -2.4
O 32.9880 42.3200 45.6250 3.4 1.9 -1.2
O 31.3070 41.7080 46.5880 -3.9 -0.5 3.6
O 31.7580 40.8280 44.6860 -0.1 0.0 0.0
C 27.8560 43.5700 44.2810 4.4 3.6 -6.0
C 27.4820 44.5900 43.1750 4.1 -4.3 -2.0
C 28.2740 44.5950 41.8140 0.1 0.6 4.7
C 29.7410 44.1800 41.9300 -3.4 -1.7 1.6
C 30.2250 43.3050 43.1470 -5.4 2.6 -0.8
C 29.1890 43.0270 44.3010 1.1 1.4 -3.8
N 30.5230 44.2370 40.6110 3.3 -2.8 4.3
O 31.7810 43.9990 40.8460 -3.0 1.4 -1.5
O 29.9770 44.2130 39.5620 -0.2 0.7 -0.8
H 27.1670 43.3580 44.9720 -2.4 -0.8 2.8
H 26.5370 45.0720 43.1270 -0.8 0.1 0.2
H 27.6320 45.0940 40.9710 2.2 -1.0 1.4
H 31.2050 42.8710 43.1060 0.2 -0.1 0.2
H 29.5370 42.3320 45.0660 -0.2 0.2 -0.2
C 31.8280 39.7530 39.4190 -1.2 1.6 4.2
C 31.8690 40.2070 40.8890 3.7 -0.7 -1.8
C 33.2220 40.4450 41.5200 1.1 -0.7 -1.7
C 34.5290 40.1790 40.6740 -7.8 -0.1 -4.5
C 34.2910 39.9720 39.0900 -4.4 -1.1 6.3
C 32.8890 39.6330 38.5960 4.0 2.0 1.1
N 35.8140 40.1160 41.2630 -0.6 -0.1 -2.2
O 36.0560 40.9520 42.0810 1.0 0.7 1.7
O 36.5580 39.2880 40.7690 0.7 0.0 0.7
H 30.8500 39.6470 38.9370 0.2 -0.1 0.6
H 30.8930 40.2740 41.4210 1.2 0.2 -0.2
H 33.4700 40.7970 42.6280 -1.2 -1.0 -2.4
H 35.1060 39.8290 38.5060 2.4 -0.2 -1.7
H 32.6100 39.5190 37.5460 0.9 -0.2 0.2
C 28.0900 40.9200 47.8700 -1.3 -1.5 -4.9
O 27.0800 40.9620 47.0970 2.7 -0.5 1.4
N 28.1220 41.4310 49.0350 -3.0 1.2 3.6
C 29.3460 41.3980 49.7090 1.5 -3.2 1.2
C 26.9130 42.0430 49.6850 3.1 4.7 -6.8
H 29.1470 40.4590 47.7080 -1.8 0.3 -0.9
H 29.8020 40.3380 49.8340 -0.7 1.3 -1.1
H 29.2010 41.5450 50.7320 -0.2 1.4 1.6
H 30.0410 42.0060 49.2120 1.3 1.0 -0.1
H 26.0280 41.9430 49.0390 0.8 0.5 -0.7
H 27.1780 43.1450 49.8730 -0.7 -1.6 -0.1
H 26.5370 41.6100 50.4340 -1.6 -3.7 6.7
C 31.4040 38.0740 47.0540 -2.1 2.2 5.5
O 31.1220 38.2910 48.3090 1.3 -1.1 -4.0
N 31.4520 36.8910 46.5000 -0.4 -2.3 -1.0
C 31.6060 36.8160 45.0700 1.7 -0.6 1.9
C 31.3260 35.6430 47.2390 2.9 -1.4 1.6
H 31.4650 38.9520 46.4140 0.3 -0.1 -0.5
H 31.1170 37.4670 44.5130 -3.4 3.4 -1.7
H 31.4710 35.9380 44.5470 -0.5 -2.6 0.0
H 32.5500 37.1320 44.8240 3.0 0.4 -0.5
H 31.5730 34.7030 46.6200 -0.1 1.9 0.5
H 30.3170 35.4500 47.5770 -0.1 0.4 0.6
H 32.1670 35.6360 48.1590 -2.6 0.1 -2.2
C 33.3120 45.7570 49.9370 0.5 4.1 4.5
O 33.6270 46.5920 50.8720 -1.3 -1.2 -3.2
N 34.0020 44.6700 49.8830 1.0 -7.1 -2.0
C 33.4700 43.4010 49.1510 -1.0 3.9 -1.5
C 35.2930 44.3150 50.5530 0.9 2.8 -2.8
H 32.4370 45.9240 49.2520 0.7 -0.4 0.4
H 32.3240 43.4250 49.2170 2.0 -0.7 -0.3
H 34.0210 42.5620 49.4470 0.0 -1.3 1.3
H 33.8590 43.5100 48.1110 -1.1 -0.1 0.3
H 35.8670 45.2580 50.2870 -0.1 -1.0 1.5
H 35.9350 43.4840 50.1290 -1.5 0.7 -0.4
H 35.1890 44.0550 51.5550 -0.2 0.3 1.9
```
Positions in Å, forces in eV/Å.

These are the Löwdin partial charges, in e, on atoms 1 to 2: atom 1 (C): 0.03, atom 2 (C): -0.35

=====

Here is an isolated molecule of C3H10N2S2 at a distorted geometry from the OMol25 dataset. Energies are from the ωB97M-V functional and the def2-TZVPD basis.

Output
molecular weight: 138.26 g/mol
gap between HOMO and LUMO: 9.657 eV
HOMO level: -8.9 eV
SMILES string: NC[C@H](N)CSS
largest force on an atom: 0.024 hartree/bohr
energy above the lowest of the compared OMol25 structures with the same formula, charge and spin: 0.1462 eV

Structure (XYZ):
```
17
Properties=species:S:1:pos:R:3:forces:R:3
N 0.8157 2.1173 3.0004 -0.4 -0.4 -0.6
C 1.1218 1.4631 1.7113 0.8 1.0 0.1
C -0.1006 0.8165 1.0849 0.2 -0.6 0.3
N -0.9056 0.0399 2.0129 -0.4 0.0 -0.2
C 0.3961 -0.0873 -0.0383 -0.1 -0.2 -0.2
S -0.8825 -0.4268 -1.2965 -0.4 0.9 0.4
S -0.0087 -1.7851 -2.4694 0.4 -0.9 -0.5
H -0.0245 2.6719 2.8766 -0.1 0.1 0.1
H 1.5398 2.7793 3.2094 0.4 0.2 0.2
H 1.5355 2.1804 0.9770 -0.2 -0.1 0.1
H 1.9478 0.7652 1.8694 -0.3 -0.4 0.1
H -0.7337 1.6060 0.6801 -0.1 0.2 -0.1
H -0.5004 -0.8649 2.1898 0.2 -0.1 0.1
H -1.0176 0.5072 2.8999 0.1 0.1 0.1
H 1.2690 0.3519 -0.5296 -0.1 -0.1 0.0
H 0.6600 -1.0589 0.3833 0.3 0.1 0.0
H 0.6784 -1.0644 -3.3835 -0.1 0.2 0.2
```
Positions in Å, forces in eV/Å.

These are the natural (NBO) partial charges, in e, on atoms 1 to 2: atom 1 (N): -0.83, atom 2 (C): -0.22

=====

Here is a cluster of 4 separate species, C3H13NO5 in total at a distorted geometry from the OMol25 dataset. Energies are from the ωB97M-V functional and the def2-TZVPD basis.

Output
molecular weight: 143.14 g/mol
gap between HOMO and LUMO: 9.705 eV
HOMO level: -9.4 eV
SMILES string: C[C@@H](N)C(=O)O.O.O.O
largest force on an atom: 0.043 hartree/bohr
energy above the lowest of the compared OMol25 structures with the same formula, charge and spin: 0.8714 eV

Structure (XYZ):
```
22
Properties=species:S:1:pos:R:3:forces:R:3
C 1.1633 0.9189 -0.0188 -1.1 -0.9 -1.7
C -0.2018 1.6101 0.1423 0.4 -0.2 0.0
N -0.2771 2.9957 -0.2561 -0.4 0.5 0.1
C -1.2856 0.8474 -0.5792 -0.7 -0.8 0.3
O -1.9740 0.0072 -0.0459 0.1 0.0 -0.1
O -1.4058 1.1470 -1.8732 0.9 1.0 -0.5
H 1.1451 -0.0675 0.4216 0.4 0.5 1.5
H 1.2630 0.4465 -1.0095 0.3 1.2 -0.4
H 1.9476 1.6336 0.2003 0.3 -0.4 0.3
H -0.4452 1.4819 1.1979 -0.3 0.5 0.0
H 0.3863 3.6113 0.1894 0.1 -0.2 0.1
H -0.2510 3.1458 -1.2536 0.1 -0.2 0.0
H -2.1817 0.8153 -2.3340 -0.2 -0.5 0.5
O 1.8542 -1.9783 -0.5971 -0.5 -0.4 -0.1
H 1.4343 -1.8429 0.2596 0.5 0.0 0.3
H 1.0773 -2.3727 -1.0367 0.4 0.0 -0.2
O 0.1608 -1.7394 2.1725 -0.1 0.1 0.2
H -0.5960 -1.4690 2.7078 -0.1 0.0 -0.3
H 0.8742 -1.7818 2.8152 0.2 -0.1 -0.1
O -0.7916 -2.7869 -0.5771 -0.1 -0.1 -0.3
H -0.5664 -2.5836 0.3364 -0.1 0.0 0.3
H -1.3297 -2.0387 -0.8619 -0.1 0.0 0.2
```
Positions in Å, forces in eV/Å.

These are the natural (NBO) partial charges, in e, on atoms 1 to 2: atom 1 (C): -0.64, atom 2 (C): -0.15

=====

Here is a structure of composition C22H30PW at a distorted geometry from the OMol25 dataset. Energies are from the ωB97M-V functional and the def2-TZVPD basis.

Output
molecular weight: 509.30 g/mol
gap between HOMO and LUMO (spin up / spin down): 6.797 / 7.204 eV
HOMO level (spin up / spin down): -9.2 / -10.6 eV
charge: +1
largest force on an atom: 0.045 hartree/bohr
spin multiplicity: 3

Structure (XYZ):
```
54
Properties=species:S:1:pos:R:3:forces:R:3
C 4.3042 2.0732 -0.6032 -0.4 -0.2 0.0
C 4.0307 2.4008 -2.0059 -0.2 0.1 -0.8
C 4.1414 3.1017 0.4240 -0.1 0.6 0.6
C 5.0173 0.8337 -0.2823 0.4 -0.7 0.1
H 5.0345 3.7517 0.4998 -0.2 -0.1 0.1
H 3.9888 2.6590 1.4212 0.1 0.2 -0.2
H 3.2886 3.7629 0.2022 0.2 -0.1 0.1
H 4.9013 2.8758 -2.4983 -0.2 -0.1 0.0
H 3.1910 3.1066 -2.1008 0.2 -0.1 0.0
H 3.7937 1.4965 -2.5884 0.1 0.2 0.1
H 6.1152 0.9567 -0.3636 -0.2 -0.1 0.0
H 4.7402 0.0221 -0.9735 0.1 0.2 0.2
H 4.8136 0.5005 0.7471 0.1 0.1 -0.2
C -2.0641 1.1534 -0.2415 -0.6 0.9 0.2
C -1.1557 1.9700 0.5490 -0.5 0.2 -0.5
C -0.0436 2.3323 -0.3000 -0.5 -0.4 0.3
H -1.3770 2.3740 1.5401 0.2 -0.3 -0.4
C -0.2745 1.7928 -1.5957 -0.1 -0.6 0.3
C -1.4762 1.0381 -1.5683 -0.1 0.1 0.1
H -1.9773 0.5940 -2.4291 0.3 0.1 0.3
H -3.0597 0.8350 0.0599 0.3 0.3 -0.2
H 0.7550 3.0295 -0.0280 -0.2 -0.6 -0.1
H 0.3516 1.9583 -2.4780 -0.2 -0.3 0.5
C 0.6245 -2.0389 1.1915 0.0 0.3 0.3
C -0.3647 -1.3084 1.9750 0.2 -0.1 1.1
C 0.2486 -0.0437 2.3452 0.1 -0.7 0.3
H -1.3157 -1.6937 2.3453 0.6 0.0 0.1
C 1.5708 -0.0125 1.7633 -0.8 0.0 0.0
C 1.7975 -1.2447 1.0930 -0.8 -0.2 -0.4
H 2.7224 -1.5407 0.5901 -0.5 0.2 0.1
H 0.5289 -3.0856 0.8970 0.1 0.5 0.0
H -0.1559 0.6496 3.0835 0.2 -0.2 -0.5
H 2.3239 0.7596 1.9439 -0.5 -0.2 -0.4
W -0.3731 -0.0767 0.2103 2.2 0.9 -0.1
C -2.3216 -3.5382 0.1370 -0.2 -0.2 0.7
P -1.8168 -1.9797 -0.6444 1.5 0.2 -1.0
C -0.5455 -2.6784 -1.7825 -0.2 -0.6 -0.3
C -3.3594 -1.6938 -1.5437 -0.9 0.2 0.0
C -4.5619 -1.6620 -0.7847 0.3 -0.2 -0.3
C -5.7999 -1.7049 -1.4304 0.0 0.1 0.0
C -5.8565 -1.7198 -2.8379 0.1 -0.1 0.5
C -4.6736 -1.6880 -3.5791 -0.3 0.1 0.1
C -3.4323 -1.6677 -2.9403 -0.1 -0.1 0.2
H -1.5111 -4.1000 0.6110 0.0 0.2 -0.1
H -2.7462 -4.1436 -0.6762 0.1 0.1 0.3
H -3.1011 -3.3683 0.8845 0.1 -0.1 -0.1
H -0.8745 -3.6507 -2.1736 0.1 0.2 -0.1
H -0.2741 -2.0242 -2.6131 -0.2 0.1 0.1
H 0.3773 -2.8186 -1.1895 -0.6 0.0 -0.4
H -4.5198 -1.6574 0.3172 -0.1 0.0 -0.6
H -6.7245 -1.7454 -0.8269 0.6 0.1 -0.5
H -6.8342 -1.7710 -3.3293 0.5 0.0 0.1
H -4.7215 -1.7017 -4.6673 0.0 0.0 0.3
H -2.5179 -1.6558 -3.5350 -0.2 -0.1 0.1
```
Positions in Å, forces in eV/Å.

These are the natural (NBO) partial charges, in e, on atoms 1 to 2: atom 1 (C): 0.09, atom 2 (C): -0.67

=====

Here is a cluster of 6 separate species, C10H34BO10 in total at a distorted geometry from the OMol25 dataset. Energies are from the ωB97M-V functional and the def2-TZVPD basis.

Output
molecular weight: 325.18 g/mol
gap between HOMO and LUMO: 9.844 eV
HOMO level: -6.8 eV
charge: -1
largest force on an atom: 0.084 hartree/bohr
energy above the lowest of the compared OMol25 structures with the same formula, charge and spin: 2.4297 eV

Structure (XYZ):
```
55
Properties=species:S:1:pos:R:3:forces:R:3
B 0.7680 0.4600 -0.6327 -0.1 0.1 -0.2
H 1.2336 1.2598 -0.0781 1.4 3.0 1.9
H 1.5194 -0.0025 -1.2539 2.9 -1.6 -1.8
H 0.2639 -0.3125 -0.0729 -1.3 -2.9 2.8
H 0.0078 0.6994 -1.3600 -2.7 1.9 -2.8
C 0.9201 -1.8377 -3.8251 1.0 0.5 1.5
C 1.7367 -2.5989 -2.8047 -1.1 -1.3 0.2
O 1.1682 -2.5142 -1.5159 0.0 -0.9 0.2
O 1.2943 -0.5093 -3.6346 0.7 1.9 -1.9
H -0.1521 -1.8397 -3.6287 -0.2 -1.1 -0.3
H 1.2481 -2.1877 -4.8038 -0.4 0.4 -0.3
H 2.7870 -2.3074 -2.7998 0.0 0.5 -0.2
H 1.7181 -3.6516 -3.0866 0.0 -0.4 0.2
H 0.8325 -1.6346 -1.3282 0.3 0.2 0.1
H 1.0839 -0.1457 -2.7713 -0.2 -0.3 0.3
C 3.4866 -0.8177 2.7939 0.1 1.6 0.8
C 3.7131 0.0373 1.5269 -0.5 -0.9 1.2
O 3.1913 -0.6867 0.4658 0.7 -0.3 -0.7
O 4.0995 -2.0769 2.7825 0.5 -0.2 0.0
H 2.4532 -0.9105 3.1280 -0.4 0.0 -0.6
H 3.9325 -0.2303 3.5965 0.4 -0.2 0.4
H 4.7833 0.2386 1.4791 0.2 -0.2 -0.5
H 3.2144 1.0063 1.5494 -0.1 0.2 0.6
H 2.3974 -0.2082 0.2159 -0.3 -0.3 -0.6
H 3.6580 -2.6381 2.1408 -0.1 0.1 -0.3
C -2.8497 -2.1763 0.9087 -1.1 0.8 0.0
C -2.8120 -0.7514 0.1792 1.5 -2.6 2.0
O -2.0073 -0.9336 -0.9563 -0.6 0.0 -0.8
O -1.6485 -2.5692 1.6271 -1.1 0.4 -1.2
H -3.2203 -2.8817 0.1650 0.7 -0.5 -0.3
H -3.6496 -2.2304 1.6472 0.0 0.5 0.3
H -2.2359 -0.2002 0.9224 -0.5 0.9 -0.1
H -3.8099 -0.3620 -0.0224 0.1 0.0 0.0
H -1.2329 -0.3794 -0.8352 0.2 0.0 -0.1
H -1.0746 -2.9595 0.9638 0.4 0.1 -0.1
C 0.3249 1.3850 3.1089 -1.1 1.3 -1.6
C -0.7992 1.5507 4.0681 0.1 -2.0 1.2
O -1.4609 2.7861 4.0634 0.8 0.1 0.2
O -0.3006 1.7919 1.8804 0.2 0.1 0.1
H 0.6815 0.3562 3.0585 0.1 0.1 0.2
H 1.0924 2.1192 3.3539 0.5 -0.2 0.0
H -0.3052 1.2719 4.9988 -0.6 0.6 0.9
H -1.5252 0.7688 3.8452 -0.1 -0.2 0.0
H -1.3878 3.0273 3.1371 -0.3 0.4 -0.4
H -0.0018 1.2622 1.1376 0.4 -0.1 -0.2
C -1.9482 2.7875 -1.9637 -1.1 0.0 -0.8
C -3.0316 2.3249 -3.0264 0.9 1.4 0.9
O -2.6923 1.0521 -3.5673 -0.4 1.1 0.6
O -2.0308 2.0084 -0.7772 0.1 0.1 -0.8
H -2.0095 3.8173 -1.6117 -0.5 0.4 -0.7
H -0.9853 2.6735 -2.4618 0.3 -0.1 0.1
H -3.1000 3.0658 -3.8229 0.4 0.0 -0.3
H -4.0030 2.4219 -2.5416 -0.3 -0.8 0.2
H -2.2129 0.6818 -2.8225 0.1 -1.0 0.1
H -1.1226 1.6998 -0.7388 0.3 -0.5 0.8
```
Positions in Å, forces in eV/Å.

These are the natural (NBO) partial charges, in e, on atoms 1 to 2: atom 1 (B): -0.94, atom 2 (H): 0.02

=====

Here is a structure of composition C19H20ClCsN2O7 from the OMol25 dataset. Energies are from the ωB97M-V functional and the def2-TZVPD basis.

Output
molecular weight: 556.73 g/mol
gap between HOMO and LUMO: 6.533 eV
HOMO level: -2.5 eV
charge: -2
largest force on an atom: 0.013 hartree/bohr
energy above the lowest of the compared OMol25 structures with the same formula, charge and spin: 0.2609 eV

Structure (XYZ):
```
50
Properties=species:S:1:pos:R:3:forces:R:3
Cs -0.7796 0.2705 0.3141 -0.3 -0.3 -0.3
O 3.0675 1.0982 -1.1205 0.0 -0.1 0.1
C 3.8368 1.0705 0.0607 0.0 0.0 0.0
C 3.3766 2.1210 1.0588 0.0 -0.1 -0.1
N 2.1188 1.7478 1.6899 0.0 0.1 0.0
C 1.1950 2.8614 1.7651 0.0 -0.1 0.0
C 0.5675 3.2632 0.4127 0.1 0.5 0.0
O -0.0623 4.3341 0.4231 0.0 -0.1 -0.1
O 0.7239 2.4787 -0.5672 0.2 0.3 -0.2
C 2.3284 1.1155 2.9802 0.0 -0.1 -0.1
C 1.1156 0.3604 3.5810 0.0 -0.1 0.3
O 1.1852 0.2017 4.8167 0.0 0.0 0.0
O 0.2291 -0.0514 2.7920 0.3 0.1 0.6
H 2.1832 1.4583 -0.8776 0.0 0.0 0.0
H 3.7842 0.0849 0.5460 0.0 0.0 0.0
H 4.8824 1.2498 -0.2197 0.0 0.0 0.0
H 4.1652 2.2877 1.8128 0.0 0.1 0.0
H 3.2427 3.0561 0.5077 0.0 0.0 0.0
H 0.3708 2.5953 2.4322 0.0 -0.1 0.0
H 1.6524 3.7655 2.1995 0.0 0.0 0.0
H 3.1154 0.3615 2.8716 0.0 0.0 0.0
H 2.6800 1.8365 3.7366 0.0 0.0 0.0
Cl -6.5524 -5.5114 0.5952 0.0 0.0 0.0
C -5.5748 -4.0927 0.2287 0.0 -0.1 0.0
C -6.1923 -2.8324 0.1075 0.1 -0.1 0.0
C -5.4359 -1.7349 -0.1759 -0.1 0.0 0.0
C -3.9942 -1.7793 -0.3605 -0.1 0.0 0.0
O -3.3536 -0.7368 -0.6018 -0.2 -0.2 0.0
C -3.4146 -3.1040 -0.2360 -0.1 0.2 0.0
C -2.0076 -3.3821 -0.4221 0.1 -0.2 0.0
O -1.0932 -2.6357 -0.7224 -0.1 0.0 0.0
C -4.2261 -4.2134 0.0615 0.1 0.0 0.0
H -7.2645 -2.7534 0.2438 0.0 0.0 0.0
H -5.8918 -0.7561 -0.2689 0.0 0.0 0.0
H -1.7805 -4.4666 -0.2735 0.0 0.0 0.0
H -3.7574 -5.1879 0.1560 0.0 0.0 0.0
C 0.1338 0.1855 -7.0104 0.0 0.0 0.1
C 0.1713 0.0663 -5.5088 0.0 0.0 -0.1
C -0.0720 -1.1446 -4.8739 0.0 0.1 0.0
C -0.0312 -1.2020 -3.4859 0.0 0.0 -0.1
N 0.2456 -0.1494 -2.7263 0.0 -0.1 0.0
C 0.4863 1.0127 -3.3295 0.0 0.1 0.0
C 0.4494 1.1678 -4.7085 0.0 -0.1 0.0
H -0.1841 -0.7503 -7.4708 0.0 0.0 0.0
H 1.1226 0.4382 -7.3997 0.0 0.0 0.0
H -0.5545 0.9731 -7.3220 0.0 0.0 0.0
H -0.3050 -2.0323 -5.4509 0.0 0.0 0.0
H -0.2449 -2.1234 -2.9550 0.0 0.0 0.0
H 0.6888 1.8511 -2.6697 0.0 0.0 0.0
H 0.6349 2.1376 -5.1555 0.0 0.0 0.0
```
Positions in Å, forces in eV/Å.

These are the natural (NBO) partial charges, in e, on atoms 1 to 2: atom 1 (Cs): 0.96, atom 2 (O): -0.77